(1)
Molecular formula: C43H34AsNO3P2PtS3
Method: DFT, ωB97M-V with the def2-TZVPD basis set

CARTESIAN COORDINATES (ANGSTROEM)
Pt1 -1.22 -0.95 0.72
S1 2.03 -0.76 0.54
P1 1.24 1.03 0.28
C1 -0.50 0.88 0.07
P2 -1.73 2.13 0.32
S2 -3.47 1.17 0.33
C2 -1.67 3.38 -1.01
C3 -0.95 4.56 -0.88
C4 -0.92 5.47 -1.92
C5 -1.60 5.20 -3.10
C6 -2.30 4.01 -3.24
C7 -2.34 3.10 -2.20
C8 -1.66 3.06 1.88
C9 -1.16 2.41 3.01
C10 -1.23 3.04 4.23
C11 -1.81 4.29 4.34
C12 -2.35 4.91 3.22
C13 -2.28 4.30 1.99
C14 2.02 1.84 -1.16
C15 1.30 2.29 -2.26
C16 1.96 2.92 -3.30
C17 3.34 3.06 -3.25
C18 4.06 2.56 -2.18
C19 3.40 1.96 -1.13
C20 1.71 2.11 1.67
C21 1.95 1.54 2.91
C22 2.26 2.35 3.98
C23 2.32 3.73 3.82
C24 2.08 4.29 2.58
C25 1.78 3.49 1.49
H1 -0.42 4.77 0.04
H2 -0.36 6.39 -1.82
H3 -1.59 5.92 -3.90
H4 -2.82 3.80 -4.16
H5 -2.89 2.17 -2.29
H6 -0.75 1.41 2.92
H7 -0.82 2.55 5.11
H8 -1.87 4.78 5.31
H9 -2.83 5.87 3.32
H10 -2.71 4.76 1.12
H11 0.22 2.17 -2.28
H12 1.40 3.31 -4.13
H13 3.85 3.55 -4.06
H14 5.14 2.66 -2.16
H15 3.94 1.57 -0.28
H16 1.89 0.47 3.01
H17 2.45 1.91 4.95
H18 2.58 4.36 4.66
H19 2.14 5.37 2.45
H20 1.63 3.92 0.51
S3 -3.22 -1.98 -0.23
C26 -2.98 -3.67 0.13
C27 -4.10 -4.46 0.37
C28 -3.95 -5.81 0.60
C29 -2.69 -6.39 0.61
C30 -1.57 -5.60 0.37
C31 -1.70 -4.25 0.10
As1 -0.19 -3.09 -0.23
C32 -0.25 -2.88 -2.16
C33 -1.22 -3.49 -2.95
C34 -1.27 -3.25 -4.31
C35 -0.35 -2.39 -4.90
C36 0.61 -1.76 -4.12
C37 0.65 -2.00 -2.75
C38 1.30 -4.32 0.06
C39 1.58 -4.71 1.37
C40 2.57 -5.65 1.61
C41 3.28 -6.20 0.56
C42 3.02 -5.79 -0.74
C43 2.03 -4.85 -0.99
H21 -5.07 -4.00 0.38
H22 -4.82 -6.42 0.79
H23 -2.57 -7.44 0.80
H24 -0.58 -6.04 0.38
H25 -1.94 -4.16 -2.50
H26 -2.02 -3.73 -4.92
H27 -0.40 -2.20 -5.96
H28 1.32 -1.08 -4.57
H29 1.39 -1.50 -2.13
H30 1.01 -4.29 2.19
H31 2.78 -5.96 2.63
H32 4.03 -6.95 0.75
H33 3.58 -6.21 -1.56
H34 1.83 -4.53 -2.01
O1 -1.27 -2.66 2.49
N1 -0.62 -2.01 3.33
O2 -0.22 -2.52 4.35
O3 -0.40 -0.81 3.07

Computed properties:
Energy above the lowest of the compared OMol25 structures with the same formula, charge and spin in eV: 2.891
HOMO energy (spin up / spin down) in eV: -7.5619 / -7.4877
Spin multiplicity: 1
Orbital gap (spin up / spin down) in eV: 5.171 / 5.163
Charge: 0

---

(2)
Molecular formula: C43H34N3O6PS2V
Method: DFT, ωB97M-V with the def2-TZVPD basis set

CARTESIAN COORDINATES (ANGSTROEM)
V1 -1.01 0.64 0.82
O1 -0.97 2.26 1.65
C1 -1.95 3.23 1.90
C2 -3.13 3.61 1.21
C3 -4.30 4.08 1.82
C4 -5.55 4.07 1.43
C5 -5.84 3.33 0.22
C6 -4.87 2.50 -0.32
C7 -3.43 2.47 0.17
O2 -2.62 1.54 -0.29
N1 -6.67 4.45 2.24
O3 -7.88 4.49 1.76
O4 -6.48 4.73 3.40
H1 -1.59 3.98 2.58
H2 -4.12 4.61 2.78
H3 -6.86 3.39 -0.20
H4 -5.16 1.80 -1.05
O5 -2.45 0.44 3.50
C8 -2.58 0.07 2.37
C9 -3.95 -0.42 1.86
C10 -5.17 -0.12 2.33
C11 -6.33 -0.53 1.72
C12 -6.28 -1.14 0.48
C13 -5.03 -1.56 -0.01
C14 -3.90 -1.24 0.75
P1 -2.24 -1.53 0.12
C15 -1.33 -2.85 0.98
C16 0.15 -2.95 0.49
C17 1.10 -3.77 1.43
C18 0.56 -3.82 2.80
C19 -0.65 -3.50 3.20
C20 -1.67 -3.02 2.30
C21 -2.55 -2.07 -1.56
C22 -2.91 -1.15 -2.59
C23 -3.16 -1.68 -3.93
C24 -3.22 -3.04 -4.08
C25 -2.76 -3.88 -3.09
C26 -2.32 -3.43 -1.86
H5 -5.24 0.31 3.32
H6 -7.34 -0.20 2.09
H7 -7.19 -1.18 -0.15
H8 -4.91 -2.15 -0.90
H9 0.23 -3.28 -0.57
H10 1.33 -4.86 1.24
H11 1.29 -4.14 3.55
H12 -0.98 -3.68 4.21
H13 -2.59 -2.59 2.71
H14 -2.85 -0.12 -2.33
H15 -3.50 -1.04 -4.65
H16 -3.63 -3.47 -4.96
H17 -2.64 -4.93 -3.23
H18 -1.82 -4.09 -1.09
S1 0.38 0.38 -1.29
C27 1.33 -1.00 -0.74
C28 2.25 -1.52 -1.54
C29 3.13 -2.66 -1.13
C30 3.20 -3.22 0.09
C31 2.22 -2.72 1.11
C32 1.12 -1.73 0.62
S2 0.82 -0.56 1.89
H19 2.45 -1.14 -2.53
H20 3.98 -3.05 -1.71
H21 3.83 -4.05 0.32
H22 2.68 -2.26 2.04
C33 3.48 2.42 -0.69
N2 4.56 1.74 -0.02
N3 5.87 2.09 -0.56
C34 6.70 2.42 0.50
O6 7.85 2.70 0.34
C35 5.92 2.22 1.69
C36 4.62 1.99 1.33
C37 3.39 1.95 2.11
C38 6.24 1.56 -1.74
C39 7.23 2.28 -2.43
C40 7.68 1.81 -3.67
C41 7.09 0.70 -4.21
C42 6.11 -0.01 -3.55
C43 5.68 0.35 -2.29
H23 3.62 2.17 -1.70
H24 3.41 3.53 -0.54
H25 2.53 1.90 -0.45
H26 6.39 2.28 2.65
H27 2.61 1.14 1.91
H28 2.89 2.81 1.60
H29 3.60 2.21 3.16
H30 7.71 3.09 -2.00
H31 8.43 2.42 -4.16
H32 7.51 0.32 -5.17
H33 5.60 -0.89 -4.09
H34 4.85 -0.19 -1.72

Computed properties:
Energy above the lowest of the compared OMol25 structures with the same formula, charge and spin in eV: 3.877
HOMO energy (spin up / spin down) in eV: -0.8451 / -2.0062
Spin multiplicity: 4
Orbital gap (spin up / spin down) in eV: 4.945 / 6.106
Charge: -2

---

(3)
Molecular formula: C43H35AsF5IMoN3O2S2
Method: DFT, ωB97M-V with the def2-TZVPD basis set

CARTESIAN COORDINATES (ANGSTROEM)
Mo1 0.35 0.30 0.10
C1 6.24 -4.96 3.27
C2 4.91 -4.33 3.01
C3 3.86 -5.07 2.48
C4 2.62 -4.48 2.25
C5 2.44 -3.14 2.55
C6 3.46 -2.39 3.11
C7 4.69 -2.99 3.33
S1 0.88 -2.38 2.26
O1 0.75 -1.29 3.19
O2 -0.11 -3.41 2.21
N1 0.96 -1.66 0.77
C8 0.44 -2.35 -0.31
C9 0.56 -3.67 -0.70
C10 -0.04 -4.05 -1.88
C11 -0.72 -3.12 -2.66
C12 -0.79 -1.82 -2.22
N2 -0.25 -1.46 -1.05
H1 6.31 -5.94 2.81
H2 6.41 -5.08 4.34
H3 7.05 -4.34 2.88
H4 4.00 -6.11 2.25
H5 1.79 -5.07 1.87
H6 3.29 -1.36 3.39
H7 5.49 -2.40 3.76
H8 1.12 -4.37 -0.09
H9 0.04 -5.08 -2.22
H10 -1.19 -3.40 -3.59
H11 -1.30 -1.05 -2.79
C13 -4.68 -0.19 4.27
C14 -3.55 -0.06 3.30
C15 -2.83 1.13 3.18
C16 -1.78 1.20 2.29
N3 -1.40 0.17 1.52
C17 -2.10 -0.96 1.62
C18 -3.17 -1.12 2.48
H12 -5.28 0.72 4.30
H13 -4.28 -0.34 5.28
H14 -5.32 -1.03 4.03
H15 -3.08 1.99 3.77
H16 -1.20 2.11 2.20
H17 -1.80 -1.78 0.98
H18 -3.68 -2.07 2.52
C19 2.15 0.93 6.63
C20 3.33 0.96 5.91
C21 3.31 1.13 4.53
C22 2.09 1.25 3.86
C23 0.91 1.20 4.59
C24 0.94 1.05 5.97
As1 2.06 1.55 1.94
C25 3.92 1.28 1.49
C26 4.33 0.03 1.03
C27 5.67 -0.20 0.75
C28 6.60 0.82 0.92
C29 6.19 2.06 1.38
C30 4.85 2.30 1.66
C31 1.92 3.49 1.91
C32 1.34 4.21 2.95
C33 1.21 5.59 2.85
C34 1.66 6.26 1.72
C35 2.25 5.54 0.68
C36 2.38 4.17 0.77
H19 2.17 0.80 7.71
H20 4.28 0.87 6.42
H21 4.24 1.16 3.98
H22 -0.05 1.26 4.09
H23 0.01 1.01 6.52
H24 3.61 -0.76 0.87
H25 5.98 -1.17 0.39
H26 7.64 0.64 0.70
H27 6.91 2.86 1.51
H28 4.54 3.27 2.02
H29 1.01 3.70 3.84
H30 0.76 6.14 3.66
H31 1.57 7.33 1.65
H32 2.63 6.06 -0.19
H33 2.85 3.62 -0.03
F1 2.27 4.58 -5.47
C37 2.26 3.60 -4.57
C38 1.36 2.55 -4.69
F2 0.52 2.51 -5.72
C39 1.36 1.55 -3.74
F3 0.49 0.54 -3.91
C40 2.22 1.55 -2.65
S2 2.25 0.27 -1.43
C41 3.13 2.60 -2.58
F4 4.01 2.65 -1.59
C42 3.15 3.62 -3.51
F5 4.02 4.62 -3.40
I1 -0.36 2.94 -0.57
C43 -1.16 1.09 -1.17
H34 -1.02 0.99 -2.24
H35 -2.19 0.99 -0.84

Computed properties:
Energy above the lowest of the compared OMol25 structures with the same formula, charge and spin in eV: 0.049
HOMO energy (spin up / spin down) in eV: -10.6089 / -10.8892
Spin multiplicity: 3
Orbital gap (spin up / spin down) in eV: 7.520 / 7.485
Charge: +1

---

(4)
Molecular formula: C43H35N4O2P2RuSTe
Method: DFT, ωB97M-V with the def2-TZVPD basis set

CARTESIAN COORDINATES (ANGSTROEM)
Ru1 -0.12 -0.75 0.23
C1 -5.51 -2.97 -4.89
C2 -4.61 -3.03 -3.68
C3 -3.38 -2.39 -3.68
C4 -2.56 -2.41 -2.57
C5 -2.99 -3.07 -1.43
C6 -4.20 -3.74 -1.41
C7 -5.01 -3.72 -2.54
S1 -2.03 -3.04 0.05
O1 -0.59 -3.02 -0.33
O2 -2.45 -4.15 0.85
N1 -2.19 -1.65 0.78
C8 -2.96 -0.56 0.44
C9 -4.29 -0.55 0.03
C10 -4.86 0.66 -0.30
C11 -4.11 1.83 -0.23
C12 -2.80 1.73 0.20
N2 -2.24 0.57 0.54
H1 -4.93 -3.01 -5.81
H2 -6.08 -2.04 -4.89
H3 -6.23 -3.80 -4.90
H4 -3.05 -1.86 -4.57
H5 -1.61 -1.90 -2.59
H6 -4.50 -4.29 -0.52
H7 -5.95 -4.26 -2.53
H8 -4.86 -1.47 -0.02
H9 -5.89 0.70 -0.63
H10 -4.52 2.79 -0.50
H11 -2.16 2.61 0.26
Te1 3.04 2.21 3.09
C13 3.69 1.20 4.82
C14 4.25 -0.07 4.74
C15 4.66 -0.67 5.92
N3 4.57 -0.11 7.12
C16 4.05 1.12 7.17
C17 3.59 1.81 6.06
C18 2.21 0.55 2.17
P1 0.72 -0.23 2.78
C19 0.56 0.01 4.57
C20 1.10 -0.89 5.49
C21 0.94 -0.68 6.85
C22 0.26 0.44 7.30
C23 -0.28 1.34 6.40
C24 -0.14 1.13 5.03
C25 0.90 -2.04 2.65
C26 -0.17 -2.83 3.06
C27 -0.09 -4.21 2.95
C28 1.05 -4.81 2.44
C29 2.13 -4.02 2.05
C30 2.06 -2.64 2.16
P2 2.38 0.28 0.38
C31 2.22 1.96 -0.31
C32 1.25 2.82 0.20
C33 1.01 4.04 -0.41
C34 1.73 4.41 -1.54
C35 2.68 3.55 -2.06
C36 2.93 2.32 -1.45
C37 4.12 -0.19 0.12
C38 5.18 0.69 0.35
C39 6.48 0.26 0.18
C40 6.74 -1.04 -0.22
C41 5.70 -1.92 -0.46
C42 4.39 -1.49 -0.29
H12 4.36 -0.58 3.79
H13 5.09 -1.67 5.89
H14 3.98 1.57 8.16
H15 3.14 2.78 6.19
H16 1.62 -1.77 5.14
H17 1.37 -1.38 7.56
H18 0.14 0.61 8.37
H19 -0.83 2.21 6.75
H20 -0.57 1.82 4.33
H21 -1.08 -2.37 3.42
H22 -0.95 -4.82 3.22
H23 1.10 -5.88 2.34
H24 3.03 -4.49 1.67
H25 2.91 -2.04 1.89
H26 0.66 2.53 1.06
H27 0.26 4.70 -0.01
H28 1.54 5.36 -2.02
H29 3.23 3.82 -2.95
H30 3.66 1.65 -1.88
H31 4.98 1.71 0.65
H32 7.30 0.95 0.35
H33 7.77 -1.38 -0.35
H34 5.89 -2.93 -0.79
H35 3.57 -2.17 -0.51
N4 -0.36 0.36 -2.88
C43 -0.31 -0.04 -1.80

Computed properties:
Energy above the lowest of the compared OMol25 structures with the same formula, charge and spin in eV: 0.000
HOMO energy (spin up / spin down) in eV: -6.9980 / -8.1961
Spin multiplicity: 6
Orbital gap (spin up / spin down) in eV: 7.054 / 6.396
Charge: 0

---

(5)
Molecular formula: C43H36BaN4O3Te
Method: DFT, ωB97M-V with the def2-TZVPD basis set

CARTESIAN COORDINATES (ANGSTROEM)
Ba1 0.03 -2.09 0.33
C1 3.85 -4.28 2.43
C2 2.80 -3.77 1.49
N1 1.70 -3.23 1.86
N2 1.46 -3.06 3.22
C3 0.26 -2.54 3.42
O1 -0.62 -2.28 2.52
C4 -0.07 -2.22 4.86
C5 -1.25 -1.56 5.14
C6 -1.59 -1.23 6.45
C7 -0.73 -1.58 7.49
C8 0.46 -2.24 7.22
C9 0.79 -2.56 5.90
C10 2.98 -3.93 0.00
C11 4.09 -4.55 -0.54
C12 4.16 -4.73 -1.91
C13 3.14 -4.28 -2.73
C14 2.08 -3.63 -2.11
N3 1.99 -3.48 -0.79
H1 3.56 -4.08 3.45
H2 4.82 -3.80 2.23
H3 3.99 -5.37 2.30
H4 -1.91 -1.31 4.32
H5 -2.52 -0.72 6.66
H6 -0.99 -1.32 8.52
H7 1.13 -2.51 8.03
H8 1.72 -3.07 5.67
H9 4.89 -4.89 0.11
H10 5.03 -5.23 -2.34
H11 3.16 -4.41 -3.80
H12 1.26 -3.22 -2.70
C15 0.32 4.51 -3.57
C16 0.42 3.23 -2.78
C17 1.40 3.01 -1.83
C18 1.52 1.82 -1.10
C19 2.63 1.70 -0.10
O2 3.08 0.65 0.28
C20 3.21 2.97 0.52
C21 2.40 4.03 0.91
C22 2.95 5.14 1.54
C23 4.32 5.20 1.76
C24 5.14 4.15 1.37
C25 4.58 3.03 0.76
C26 0.59 0.78 -1.32
O3 0.64 -0.36 -0.65
C27 -0.45 0.99 -2.27
C28 -0.49 2.20 -2.97
C29 -1.50 -0.05 -2.56
N4 -1.51 -1.21 -2.01
C30 -2.59 -2.17 -2.31
C31 -3.75 -2.07 -1.32
Te1 -3.11 -2.00 0.73
C32 -3.14 0.11 0.79
C33 -4.35 0.76 0.53
C34 -4.41 2.15 0.49
C35 -3.27 2.91 0.74
C36 -2.07 2.27 1.02
C37 -2.00 0.88 1.04
C38 -2.59 0.37 -3.52
C39 -2.53 0.03 -4.87
C40 -3.55 0.38 -5.74
C41 -4.66 1.08 -5.26
C42 -4.73 1.43 -3.91
C43 -3.70 1.07 -3.05
H13 1.13 5.20 -3.31
H14 -0.63 5.03 -3.39
H15 0.38 4.33 -4.65
H16 2.13 3.80 -1.65
H17 1.33 3.99 0.73
H18 2.31 5.96 1.86
H19 4.75 6.07 2.24
H20 6.21 4.19 1.54
H21 5.19 2.18 0.47
H22 -1.28 2.35 -3.70
H23 -2.15 -3.17 -2.24
H24 -2.99 -2.08 -3.32
H25 -4.42 -2.92 -1.42
H26 -4.33 -1.16 -1.48
H27 -5.25 0.18 0.35
H28 -5.36 2.64 0.29
H29 -3.31 3.99 0.71
H30 -1.17 2.85 1.20
H31 -1.04 0.43 1.25
H32 -1.66 -0.51 -5.24
H33 -3.49 0.11 -6.79
H34 -5.47 1.35 -5.94
H35 -5.58 1.97 -3.54
H36 -3.74 1.35 -1.99

Computed properties:
HOMO energy in eV: -7.6164
Spin multiplicity: 1
Orbital gap in eV: 7.712
Charge: 0